# 1
123
Properties=species:S:1:pos:R:3:forces:R:3 method="wB97M-V/def2-TZVPD" e_homo_ev=-6.649 e_tot_ha=-3687.84179 e_above_lowest_kcal_mol=9.8 lumo_ha=0.0782 charge=-1 molar_mass_g_mol=832.975
S -0.072684 0.751737 -0.886611 -0.70 0.88 -3.75
S -0.409287 -0.276627 1.620169 -2.44 -0.20 -0.39
F 1.424168 -1.205046 -1.729484 0.10 -0.77 -0.65
F -0.279659 -0.806664 -3.107629 0.24 -0.58 0.22
F 1.424156 0.499480 -3.075846 0.21 -0.08 -0.12
F 1.869086 -1.472455 1.117634 0.26 -0.81 -0.18
F 0.302035 -2.769078 2.017324 0.51 -0.51 -0.32
F 1.392551 -1.343791 3.211639 0.14 -0.14 0.35
O 0.077333 1.021699 2.028598 0.17 -0.97 -0.21
O 1.129092 5.236975 3.068383 -0.22 1.11 0.32
O -2.777780 4.803902 -3.990713 -0.28 0.48 0.29
O -2.446567 -2.523842 -0.290690 -0.79 -0.38 -0.60
O -1.046568 1.606181 -1.567682 0.95 -1.05 1.13
O -1.401007 0.042451 -8.573179 0.23 0.75 -0.15
O 4.259579 1.477641 -0.560331 1.31 -0.06 0.93
O -3.874011 -1.960345 2.558576 1.10 -0.40 0.90
O 1.854957 2.606235 3.389696 -0.34 -0.40 0.83
O 1.079313 1.386116 -0.314818 0.23 -0.26 0.13
O -3.523268 0.304381 0.163659 0.13 0.67 -0.04
O 1.926441 -5.765161 2.391436 -0.14 0.47 -0.37
O -4.874173 -0.942621 -2.166703 0.33 -0.08 -1.29
O 3.734927 0.580197 -6.311118 0.87 -0.81 1.49
O 3.271058 -1.735859 8.439917 -0.89 -0.15 0.26
O -1.580058 -0.731445 2.356006 1.85 0.18 -0.63
N -0.822354 -0.390473 -0.052363 2.16 0.92 3.56
C 5.403067 3.045987 -2.022355 0.11 0.41 0.18
C 2.919322 -1.651863 7.064893 0.79 1.03 -1.08
C -3.530875 2.043450 1.882997 -0.72 -0.85 -0.07
C 3.285188 1.250389 4.773019 0.05 0.13 -0.61
C -2.090555 -0.255572 -7.364167 0.69 -0.78 0.00
C 2.840291 -5.642440 3.489384 -0.59 -0.69 -0.92
C -1.935796 -3.826762 -0.100451 0.10 0.35 0.96
C -2.981500 -4.959931 -0.134015 0.56 0.26 0.00
C 0.360782 4.651204 0.911478 -0.39 -0.14 -1.31
C -1.667679 4.317076 -3.215104 -0.87 -0.93 -1.24
C -1.132206 -0.157380 -6.180552 -0.67 0.13 0.05
C 0.665623 -0.300880 -2.330153 -0.77 1.81 1.71
C -4.751667 -1.693485 -3.399102 -0.24 0.10 0.87
C -3.931656 1.610089 0.466372 0.01 0.98 0.81
C -0.912424 3.305993 -4.066582 0.76 -0.85 0.17
C -3.657881 -2.726008 -3.299120 -0.59 -0.81 1.09
C 2.076696 2.180357 4.750144 0.91 -0.41 -0.64
C 2.634176 -2.976315 6.416022 0.54 -0.65 -0.15
C 0.033878 5.405653 2.163227 0.51 -0.95 0.54
C 0.906203 -1.612546 2.005708 -1.08 2.15 -0.33
C -3.614415 -2.906161 3.569617 0.33 -0.11 0.93
C -3.387485 -2.268300 4.967260 -1.12 -1.41 -0.35
C 3.618481 1.872404 -5.714514 -0.94 1.04 -2.65
C 3.592620 -4.350820 3.237320 0.56 -0.13 1.53
C 2.192525 2.359007 -5.896165 -0.42 0.79 -0.45
C 4.087016 2.583562 -1.439283 -1.17 -1.52 -0.45
H -0.134908 2.817106 -3.475229 0.29 0.37 -0.06
H 1.315339 4.974656 0.492263 0.15 -0.03 0.26
H 6.073819 2.229462 -2.288509 -0.21 -0.20 0.10
H 3.744573 -1.060015 6.653148 -0.06 -0.45 -0.80
H -0.773431 0.851041 -5.971915 -0.04 0.10 -0.40
H 2.019813 -3.518523 7.136769 -0.01 -0.30 -0.25
H -0.884198 5.034183 2.629031 -0.12 -0.09 -0.08
H 2.948044 0.308382 4.338906 0.31 -0.23 0.18
H 2.116811 -2.902816 5.458873 -0.29 0.32 0.17
H -3.507516 2.406573 -0.160400 0.17 -0.40 -0.60
H -1.995019 -0.087917 -9.316191 -0.05 0.00 0.03
H -2.699126 -3.507416 3.454177 0.18 0.14 -0.82
H -4.303133 -1.770656 5.288302 0.38 0.79 -0.11
H -2.399859 -1.297615 -7.501399 -0.35 -0.01 0.61
H 2.088016 3.382300 -5.526630 -0.10 -0.10 0.22
H -5.713775 -2.205839 -3.485820 0.01 -0.13 -0.63
H -2.555803 -5.886006 0.264380 0.48 0.07 -0.22
H 4.144590 2.507019 -6.441106 0.42 0.41 0.52
H 3.720677 1.103778 5.760739 -0.17 -0.06 0.07
H -0.357788 4.827753 0.102968 -0.22 0.01 0.15
H 1.356785 -6.536241 2.430999 0.15 -0.11 0.36
H -0.146121 6.458698 1.945605 0.44 0.15 0.25
H 4.307003 -4.173453 4.048819 0.21 -0.37 -0.01
H -1.129790 -3.986964 -0.825271 0.06 -0.45 0.08
H -0.490648 3.641775 -5.017438 0.12 0.65 0.24
H 3.490579 3.372049 -0.975757 0.26 0.19 0.02
H 3.092130 0.493403 -7.016477 -0.19 0.26 0.07
H 4.050672 1.644641 4.102756 0.07 0.06 0.12
H -4.578706 -1.068715 -4.279442 -0.13 0.34 0.13
H 2.038429 2.451622 -6.977342 -0.06 -0.01 -0.06
H -1.500621 2.438233 -4.374844 -0.67 0.30 0.32
H -2.480650 5.411445 -4.672496 0.24 -0.05 0.03
H -4.009129 -3.466893 -2.574525 -0.08 -0.21 -0.16
H -1.535936 -3.813080 0.917246 0.43 -0.49 -0.02
H -5.201914 -0.085209 -2.454467 0.07 0.14 0.46
H -4.394139 -3.670655 3.579365 -0.38 0.33 0.11
H 1.215887 1.990767 2.988876 0.22 0.22 -0.11
H -5.012829 1.729042 0.364062 -0.08 -0.55 -0.11
H -1.722656 -0.416682 -5.299283 0.23 -0.27 0.11
H 1.260645 1.563886 5.129387 -0.49 0.65 0.12
H -2.545242 0.294304 0.187833 -0.92 -0.16 -0.24
H 3.484079 1.302792 -0.019894 -0.30 0.35 -0.25
H -2.452451 -1.714630 4.970555 -0.29 0.45 0.15
H -1.738686 -1.851079 -0.253637 -0.47 -0.65 -0.11
H -3.891768 1.316767 2.615384 0.21 -0.22 -0.07
H 2.970962 -3.465315 3.354111 -0.31 -0.12 -0.75
H -2.972381 0.364486 -7.182561 0.05 0.16 -0.22
H 3.459256 2.094558 -2.194781 -0.03 0.91 -0.65
H 0.385819 3.569705 1.046777 0.12 0.04 0.18
H 2.283306 -5.719663 4.426557 0.14 0.54 0.18
H -1.066674 5.128694 -2.804664 0.14 -0.03 -0.09
H 5.230271 3.626399 -2.931005 -0.13 0.01 -0.01
H -0.272041 -0.817236 -6.277328 -0.09 -0.10 -0.02
H 1.329843 4.296028 3.230909 -0.29 0.05 -0.41
H -2.155353 3.764821 -2.414143 0.27 0.14 0.25
H -3.011048 -1.475416 2.540168 -1.35 -0.12 -0.78
H 1.345016 1.761269 -5.562199 0.41 -0.23 0.59
H 3.533041 -3.542440 6.157683 0.06 -0.14 0.47
H 3.483841 -6.527104 3.455701 0.43 0.22 0.15
H -2.747245 -2.411198 -2.791356 0.17 0.53 -0.65
H 4.178556 -2.049871 8.449457 0.00 -0.01 0.12
H 2.049478 -1.048050 6.791907 -0.18 0.32 1.32
H -4.054766 2.963141 2.151013 0.57 0.38 -0.12
H 4.050422 2.124277 -4.748932 0.03 -1.37 0.30
H -2.441888 2.067479 1.910972 -0.02 0.48 0.41
H -3.543570 -3.237119 -4.255203 0.39 0.11 -0.02
H 5.938500 3.706876 -1.338073 0.02 -0.10 0.11
H -3.292501 -5.173156 -1.155205 -0.43 0.10 0.09
H 4.185478 -4.403818 2.328341 -0.39 0.20 -0.24
H -3.319341 -3.094926 5.684096 0.40 -0.04 0.01
H 2.283532 3.069874 5.341011 -0.39 0.04 0.12
H -3.801571 -4.793861 0.562632 -0.29 0.54 -0.39

# 2
58
Properties=species:S:1:pos:R:3:forces:R:3 method="wB97M-V/def2-TZVPD" e_homo_ev=-13.550 e_tot_ha=-1714.94430 e_above_lowest_kcal_mol=6.5 lumo_ha=-0.2621 charge=+2 molar_mass_g_mol=528.296
Y -2.179019 0.088751 -1.152615 4.43 2.18 3.11
F -0.245174 0.112110 0.198713 -1.97 -0.43 -1.20
O 2.738017 1.137974 3.792095 -0.77 -0.47 -0.18
O -0.675954 2.015083 -1.875938 -1.06 -1.11 -0.07
O 3.576621 1.330300 -1.327381 0.22 -0.28 -0.27
O -0.626328 -0.946316 -2.501899 -1.49 0.03 0.03
O -2.801677 -0.620499 1.127329 -0.14 0.27 -1.00
O -2.856361 2.050457 -0.146964 -0.70 -1.58 -0.66
O 0.138656 -5.020021 0.857945 -0.10 0.87 -0.88
N 5.250396 -0.243257 -1.419113 0.63 0.54 0.09
N -0.532722 3.987961 -3.017575 -0.25 -0.30 0.46
N 0.603763 0.423219 3.395942 -0.06 -0.22 0.78
N -4.500143 -1.040900 2.577145 -0.14 0.44 0.13
N 1.024712 -2.507938 -2.707480 -0.23 0.44 -0.74
N 0.517663 -1.172727 -4.463237 -0.87 0.41 0.26
N 3.104574 -0.838457 -0.921215 0.69 -0.49 -0.50
N -1.809548 2.850200 1.664045 -0.45 -0.26 -0.27
N 2.041022 0.818089 1.663331 -0.30 -0.42 0.21
N -0.240759 -2.817065 0.188833 -0.62 0.14 -1.41
N 1.351961 2.880742 -2.471176 0.23 -0.20 0.15
N 0.739163 -3.276462 2.163419 0.03 -0.99 -0.52
N -4.051731 3.211328 1.446080 0.88 -0.28 0.22
N -2.918209 -2.624605 2.176680 0.26 -0.56 -0.12
C 0.237009 -3.814505 1.002631 -0.09 -0.24 1.70
C 1.861827 0.794561 3.007784 1.37 1.08 0.07
C 0.233383 -1.534939 -3.218999 1.18 -0.36 1.35
C 3.962735 0.165373 -1.227906 -0.27 0.53 0.25
C -3.372195 -1.385171 1.962429 -0.10 -0.97 -1.12
C -2.927898 2.634281 0.964789 0.32 0.80 -0.27
C 0.009566 2.915023 -2.395198 0.81 0.23 -0.91
H -0.141200 0.276496 2.737720 -0.08 0.16 0.05
H 1.281287 -3.990032 2.632793 0.14 0.68 0.53
H -0.117089 -1.831133 0.386376 0.08 0.09 0.10
H 3.557836 -1.717133 -0.742837 -0.77 -0.30 0.29
H 5.955897 0.471609 -1.318025 -0.18 0.18 -0.25
H 2.933601 1.133494 1.327487 -0.18 0.02 -0.27
H 1.895562 -2.569177 -3.210695 0.18 -0.49 0.30
H -3.462444 -3.345000 2.623927 -0.12 0.29 0.32
H 0.085200 4.707022 -3.342950 -0.29 0.22 -0.23
H 0.918504 -2.290069 2.222376 0.45 -0.01 0.40
H -1.530120 4.088413 -3.066495 0.07 0.22 0.11
H 1.877970 3.687266 -2.757866 -0.14 0.11 -0.13
H 5.590578 -1.129690 -1.085096 -0.31 -0.14 0.02
H 0.434091 0.688683 4.353404 -0.42 -0.30 -0.08
H 1.069354 -2.667866 -1.713470 -0.26 -0.01 0.08
H 0.038908 -0.347597 -4.786884 0.18 -0.22 -0.58
H -0.940891 2.597535 1.216433 0.16 -0.04 0.33
H 2.137600 -0.633252 -0.766781 -0.12 -0.05 0.32
H -1.869867 3.198831 2.605165 0.42 0.00 0.01
H 1.224774 0.606718 1.110306 0.44 0.23 -0.67
H 1.946399 2.087639 -2.261535 -0.24 -0.16 0.69
H -2.175863 -3.003286 1.607063 0.23 0.42 -0.03
H -3.836697 4.026670 1.996399 -0.77 0.05 0.23
H -0.719712 -3.052312 -0.666391 0.12 -0.31 0.15
H -4.889542 -0.132163 2.397870 -0.06 -0.05 0.12
H -5.012574 -1.710098 3.125381 -0.04 0.18 0.17
H -4.971229 3.062363 1.073503 0.09 0.12 -0.27
H 1.066319 -1.786520 -5.039672 0.00 0.33 -0.37

# 3
11
Properties=species:S:1:pos:R:3:forces:R:3 method="wB97M-V/def2-TZVPD" e_homo_ev=-10.468 e_tot_ha=-430.72784 e_above_lowest_kcal_mol=121.2 smiles="O=Cn1[nH]ncc1=O" lumo_ha=-0.0074 molar_mass_g_mol=113.076
O -2.661739 0.126229 0.298133 4.13 -3.08 -2.14
O -0.400545 2.159198 -0.078648 -1.26 3.83 -0.05
N 0.462148 -1.270985 -0.131909 1.88 2.67 4.21
N -0.374136 -0.033957 -0.095970 -2.76 -7.95 -0.28
N 1.884686 -0.525970 0.135251 -1.88 -1.69 -0.68
C 0.142189 1.135827 -0.053977 4.97 -0.36 0.13
C -1.674303 -0.503574 -0.207139 -5.10 2.42 -0.15
C 1.684036 0.710857 0.014018 -1.95 -0.01 0.57
H 2.468939 1.403329 0.170213 0.77 0.59 -0.11
H -1.761295 -1.427213 -0.974773 0.06 1.80 2.06
H 0.230016 -1.773736 0.924803 1.14 1.78 -3.56

# 4
85
Properties=species:S:1:pos:R:3:forces:R:3 method="wB97M-V/def2-TZVPD" e_homo_ev=-8.920 e_tot_ha=-1862.93604 smiles=COC[C@@H](C)N.COC[C@@H](C)N.COC[C@@H](C)N.COC[C@@H](C)N.COCCOCS lumo_ha=0.0285 molar_mass_g_mol=478.741
S -0.988085 4.907489 -9.296215 -0.04 0.08 0.22
O 2.235931 -3.284799 6.157559 -0.04 -0.03 -0.01
O -2.798527 5.237690 -7.285557 -0.10 -0.07 -0.07
O -3.985538 6.403107 -3.523515 -0.01 -0.01 0.06
O -0.547996 1.757642 -0.339050 0.03 -0.05 0.02
O -2.052499 8.119387 -8.396322 0.04 0.00 0.01
O 5.102632 -9.917348 6.062136 -0.03 0.01 -0.04
N 0.284029 -2.949279 3.979896 0.09 0.13 0.06
N -4.967797 4.749292 -1.310524 -0.02 0.00 -0.02
N 3.360978 -7.879405 4.900642 0.05 -0.03 0.13
N 0.959173 0.375357 1.762142 0.01 0.02 0.03
C 1.463988 -3.806137 3.857388 -0.02 0.02 -0.06
C -1.227110 1.028846 -1.340623 -0.08 0.09 0.01
C 1.053772 -5.264754 4.005404 -0.01 0.03 0.01
C -2.170735 7.602259 -7.081566 0.06 0.06 0.04
C -1.037766 -0.923286 1.292839 -0.01 -0.05 0.00
C 2.337654 -4.473633 6.908783 0.07 -0.02 -0.01
C 5.548445 -8.587108 5.876917 0.00 -0.04 -0.02
C -2.695900 4.981559 -8.663666 0.09 -0.08 -0.03
C -3.753340 4.417827 -2.053891 -0.03 -0.05 0.01
C 5.730076 -10.892412 5.255275 0.06 0.00 0.02
C -0.504404 0.426533 1.751132 0.05 -0.01 0.09
C -3.247457 6.538443 -6.940826 0.03 -0.02 -0.02
C -1.061225 1.621697 0.974299 0.01 0.00 -0.06
C -2.537410 4.784240 -1.213042 0.02 -0.02 0.02
C -2.859002 7.237997 -3.347746 0.03 -0.06 -0.09
C 5.202531 -8.256814 3.358904 -0.02 -0.02 0.01
C -2.987441 9.138470 -8.683696 0.06 -0.04 0.02
C 4.817466 -7.824316 4.768117 -0.04 0.07 -0.01
C -3.730260 5.007236 -3.466141 0.02 0.04 -0.01
C 2.603590 -3.392254 4.791988 0.00 -0.03 0.02
H -0.012507 -2.945562 4.951770 -0.01 -0.03 -0.01
H -1.201707 7.158789 -6.840968 -0.06 -0.02 0.07
H 5.359821 -8.080278 6.826617 0.00 -0.01 0.01
H 5.109450 -6.774153 4.890386 0.03 -0.02 -0.01
H 0.445547 -5.408332 4.901221 0.01 0.01 0.00
H -2.900014 9.958518 -7.960712 -0.02 -0.01 -0.03
H -2.123224 -0.911818 1.177106 0.00 0.03 0.00
H -3.256018 5.715217 -9.245142 -0.02 0.00 0.05
H 1.922262 -5.921218 4.072931 -0.05 -0.04 -0.04
H -1.610050 4.668660 -1.776694 0.00 -0.01 0.01
H 6.284239 -8.353390 3.251461 0.00 0.01 0.00
H 1.458886 -5.115473 6.805087 -0.01 0.01 -0.01
H 1.293739 0.376275 0.803392 0.00 -0.02 0.00
H 6.793226 -10.665932 5.118126 0.00 -0.02 0.02
H -4.119466 6.800324 -7.553598 0.01 0.05 0.06
H 3.077722 -8.854034 4.951591 0.01 0.00 -0.05
H -3.577493 6.476859 -5.903502 0.02 -0.03 -0.01
H -1.068945 1.553095 -2.283007 0.00 -0.03 -0.01
H 1.855806 -3.660702 2.843857 0.01 -0.04 0.01
H 3.081811 -7.473890 5.788873 -0.02 0.02 -0.02
H -2.349147 8.417850 -6.367465 -0.06 0.01 -0.08
H -3.065143 8.170916 -3.873054 0.02 0.02 0.04
H 6.631628 -8.575784 5.695974 0.00 0.02 0.01
H -4.526606 4.542821 -4.052526 -0.01 0.02 -0.01
H 1.336620 1.214496 2.189045 0.00 0.00 0.00
H -0.776609 2.539775 1.494704 0.01 0.01 -0.01
H -2.755774 9.513023 -9.678807 -0.04 -0.01 0.01
H -0.857153 0.005749 -1.440085 0.01 0.00 0.01
H 4.746158 -9.215480 3.108148 0.01 0.00 0.00
H -4.018581 8.768189 -8.670898 0.01 0.02 -0.01
H 2.444191 -4.189410 7.954988 -0.02 -0.01 0.00
H -0.819159 0.577929 2.790710 -0.06 -0.01 -0.03
H -2.158287 1.575058 0.944197 0.00 0.01 0.03
H 5.638040 -11.846744 5.771608 -0.01 -0.01 -0.01
H -2.302833 0.988296 -1.134199 0.00 0.01 -0.03
H -5.078621 5.758401 -1.294711 0.01 0.00 0.01
H -3.751907 3.330187 -2.192690 0.04 0.01 -0.01
H -3.094458 3.983658 -8.853422 -0.02 0.05 -0.03
H -2.484972 4.138877 -0.337073 0.00 0.02 0.01
H -0.776790 -1.684161 2.026111 -0.05 -0.07 -0.06
H -0.678695 6.164073 -8.942831 0.00 0.00 -0.21
H -1.962492 6.777473 -3.778864 0.01 0.05 0.00
H 3.445459 -4.091268 4.690705 0.01 0.02 -0.03
H -5.784528 4.386410 -1.789692 0.00 -0.01 0.00
H -0.596387 -1.222546 0.340517 0.00 0.04 -0.01
H -2.600144 5.814245 -0.858140 -0.01 0.00 -0.02
H -2.661569 7.462386 -2.297327 -0.01 -0.01 0.01
H 0.544714 -1.989603 3.767903 0.00 0.00 -0.03
H 3.221895 -5.050883 6.609711 0.01 0.02 0.02
H 4.842817 -7.526310 2.635345 -0.01 -0.01 0.00
H 2.948466 -2.397667 4.499829 -0.01 0.01 0.02
H -2.775190 4.783806 -3.959992 -0.01 -0.03 -0.01
H 0.446446 -5.569282 3.153384 -0.01 0.00 0.01
H 5.267750 -10.980962 4.269061 -0.01 0.01 0.00